The following is a DFT calculation (ωB97M-V with the def2-TZVPD basis set) of C16H23N3O2 in the gas phase.

LUMO ... 0.7 eV
Structure (SMILES) ... COc1ccc(NCC(=O)N/N=C2\CCC[C@@H](C)C2)cc1
HOMO ... -7.80 eV
Gap between HOMO and LUMO ... 0.311 hartree
E ... -938.20834 hartree

Geometry as XYZ:
```
44
C16H23N3O2 ωB97M-V with the def2-TZVPD basis set
C -1.653 -4.359 0.479
O -1.911 -3.412 -0.527
C -2.097 -2.109 -0.158
C -2.359 -1.211 -1.193
C -2.532 0.132 -0.940
C -2.446 0.633 0.365
C -2.207 -0.277 1.394
C -2.038 -1.627 1.144
H -1.851 -2.288 1.976
H -2.150 0.082 2.412
N -2.647 1.976 0.657
C -2.116 3.028 -0.188
C -0.589 3.168 -0.040
O -0.058 4.142 0.434
N 0.060 2.046 -0.460
N 1.395 1.879 -0.280
C 1.941 0.758 -0.507
C 3.416 0.650 -0.303
H 3.801 1.612 0.031
H 3.877 0.412 -1.265
C 3.770 -0.455 0.709
C 5.228 -0.870 0.522
H 5.368 -1.349 -0.445
H 5.880 -0.001 0.573
H 5.529 -1.570 1.298
C 2.823 -1.662 0.571
C 2.166 -1.710 -0.804
H 2.929 -1.711 -1.583
H 1.582 -2.627 -0.913
C 1.244 -0.503 -0.956
H 0.350 -0.662 -0.344
H 0.916 -0.399 -1.995
H 2.033 -1.598 1.324
H 3.377 -2.584 0.755
H 3.660 -0.040 1.715
H -0.498 1.270 -0.816
H -2.377 2.836 -1.230
H -2.571 3.973 0.116
H -2.508 2.181 1.639
H -2.752 0.794 -1.763
H -2.421 -1.594 -2.199
H -0.724 -4.134 1.015
H -1.548 -5.314 -0.035
H -2.478 -4.423 1.195
```

Mulliken population analysis, charges in e, atoms 1 to 6: -0.837, -0.443, 0.446, -0.435, -0.105, 0.538


The following is a DFT calculation (ωB97M-V with the def2-TZVPD basis set) of a molecular structure, C2H3FO2Rb.

LUMO ... -4.9 eV
HOMO ... -14.34 eV
Gap between HOMO and LUMO ... 0.348 hartree
E ... -352.20748 hartree
Net charge ... +1

Geometry as XYZ:
```
9
C2H3FO2Rb ωB97M-V with the def2-TZVPD basis set
F 4.828 -0.636 -1.131
H 4.649 -0.777 -0.220
O -1.116 0.034 0.143
C -0.428 -0.645 -0.582
C 0.885 -1.196 0.009
O 1.197 -0.797 1.111
Rb -0.672 0.664 3.191
H -0.691 -0.865 -1.630
H 1.443 -1.978 -0.533
```

Mulliken population analysis, charges in e, atoms 1 to 6: -0.389, 0.391, -0.404, 0.048, 0.078, -0.419


The following is a DFT calculation (ωB97M-V with the def2-TZVPD basis set) of a gas-phase ion, C5H11O2 (charge -1).

LUMO ... 3.2 eV
Structure (SMILES) ... [O-]CCCCCO
HOMO ... -2.18 eV
Gap between HOMO and LUMO ... 0.199 hartree
E ... -347.54279 hartree
Net charge ... -1

Geometry as XYZ:
```
18
C5H11O2 ωB97M-V with the def2-TZVPD basis set
C -1.669 -1.096 1.715
O -2.873 -1.566 1.409
C -0.810 -0.717 0.496
C 0.581 -0.151 0.820
C 0.972 0.953 -0.193
C 0.808 0.425 -1.633
O 1.594 1.290 -2.538
H -1.620 -0.168 2.361
H -1.041 -1.806 2.335
H -0.635 -1.519 -0.193
H -1.404 -0.045 -0.138
H 1.350 -0.919 0.762
H 0.645 0.348 1.787
H 0.347 1.829 -0.127
H 2.039 1.181 -0.153
H 1.016 -0.590 -1.961
H -0.239 0.655 -1.851
H 0.939 1.897 -2.901
```

Mulliken population analysis, charges in e, atoms 1 to 6: -0.584, -0.884, -0.423, -0.441, -0.517, -0.544


The following is a DFT calculation (ωB97M-V with the def2-TZVPD basis set) of a molecular structure, C41H52N4O6S2Si2Ti.

LUMO ... 4.4 eV
HOMO ... -1.62 eV
Gap between HOMO and LUMO ... 0.220 hartree
E ... -4489.10581 hartree
Net charge ... -2

Geometry as XYZ:
```
108
C41H52N4O6S2Si2Ti ωB97M-V with the def2-TZVPD basis set
Ti 0.577 -0.580 -0.523
O 0.794 0.257 3.854
S 0.993 -0.666 2.752
O 0.437 -1.975 3.019
O 0.557 -0.083 1.473
C 2.784 -0.959 2.814
C 3.102 -1.423 4.096
C 4.404 -1.667 4.474
C 5.435 -1.448 3.568
C 5.134 -1.012 2.295
C 3.815 -0.767 1.905
S 3.782 -0.159 0.209
O 4.498 1.094 0.283
O 4.485 -1.170 -0.554
O 2.383 -0.004 -0.232
H 2.279 -1.568 4.780
H 4.622 -2.014 5.477
H 6.465 -1.624 3.852
H 5.907 -0.824 1.563
C 0.620 4.091 -2.455
Si 1.856 3.138 -1.311
C 3.171 4.484 -0.972
C 2.811 2.046 -2.559
C 0.791 2.892 0.225
C -0.409 2.207 0.030
C -1.619 2.714 0.622
C -2.828 2.429 0.089
C -2.911 1.566 -1.030
C -1.777 0.923 -1.423
N -0.544 1.152 -0.893
Si 1.186 3.655 1.881
C -0.018 3.418 3.348
C 2.858 3.163 2.626
C 1.159 5.579 1.765
H 0.959 4.156 -3.493
H 0.494 5.113 -2.083
H -0.371 3.629 -2.452
H 3.641 4.783 -1.914
H 3.952 4.089 -0.322
H 2.759 5.379 -0.508
H 2.907 2.556 -3.521
H 2.340 1.078 -2.718
H 3.814 1.856 -2.182
H -1.525 3.413 1.438
H -3.730 2.883 0.486
H -3.854 1.371 -1.521
H -1.822 0.215 -2.244
H -0.109 2.355 3.568
H -1.014 3.834 3.187
H 0.396 3.901 4.238
H 3.326 3.974 3.190
H 2.707 2.322 3.304
H 3.551 2.850 1.850
H 0.130 5.939 1.848
H 1.558 5.940 0.818
H 1.739 6.036 2.572
C -3.503 -3.930 -1.544
C -3.385 -2.413 -1.713
C -3.873 -1.657 -0.504
C -5.227 -1.380 -0.377
C -5.712 -0.678 0.712
C -4.821 -0.238 1.676
C -3.457 -0.496 1.584
C -2.568 0.011 2.681
C -2.623 -0.873 3.932
C -2.972 -1.227 0.485
N -1.599 -1.560 0.309
C -1.238 -2.711 0.768
C 0.065 -3.239 0.637
C 0.541 -4.499 1.014
C 1.895 -4.513 0.692
C 2.183 -3.260 0.136
N 1.084 -2.494 0.101
H -3.211 -4.444 -2.462
H -4.529 -4.213 -1.295
H -2.849 -4.280 -0.745
H -2.344 -2.150 -1.899
H -3.963 -2.109 -2.590
H -5.910 -1.714 -1.153
H -6.771 -0.463 0.808
H -5.187 0.326 2.528
H -2.874 1.026 2.944
H -1.544 0.056 2.339
H -3.626 -0.879 4.370
H -1.908 -0.502 4.666
H -2.330 -1.894 3.684
H -1.965 -3.342 1.290
H -0.044 -5.298 1.445
H 2.597 -5.319 0.842
H 3.127 -2.907 -0.247
C -0.084 -3.902 -2.627
C -0.544 -2.845 -3.591
C -1.295 -3.196 -4.699
C -1.699 -2.256 -5.637
C -1.263 -0.948 -5.476
C -0.514 -0.553 -4.380
C 0.002 0.859 -4.300
C -0.210 -1.482 -3.335
N 0.358 -1.104 -2.169
H -0.225 -4.896 -3.057
H -0.636 -3.847 -1.688
H 0.967 -3.760 -2.369
H -1.571 -4.240 -4.824
H -2.321 -2.543 -6.476
H -1.506 -0.205 -6.231
H 1.029 0.905 -4.668
H 0.012 1.210 -3.272
H -0.609 1.531 -4.905
```

Mulliken population analysis, charges in e, atoms 1 to 6: -0.709, -0.877, 1.471, -0.780, 0.942, -0.081


The following is a DFT calculation (ωB97M-V with the def2-TZVPD basis set) of a molecular structure, C12H40F6FeN20O16S2.

LUMO (alpha / beta) ... -0.6 / -3.5 eV
HOMO (alpha / beta) ... -3.27 / -9.00 eV
Gap between HOMO and LUMO (alpha / beta) ... 0.096 / 0.203 hartree
2S+1 ... 9
E ... -5439.59763 hartree

Geometry as XYZ:
```
97
C12H40F6FeN20O16S2 ωB97M-V with the def2-TZVPD basis set
Fe -0.638 -3.150 -3.214
C -0.543 -5.345 0.853
F 0.411 -4.483 1.218
F -0.435 -6.395 1.623
F -1.697 -4.686 0.914
S -0.297 -5.725 -0.976
O -1.494 -6.418 -1.384
O -0.224 -4.387 -1.679
O 0.957 -6.468 -0.981
C 0.324 -0.428 0.318
F 1.627 -0.381 0.057
F -0.044 -1.512 0.977
F -0.048 0.614 1.049
S -0.616 -0.281 -1.307
O 0.061 0.787 -2.013
O -0.487 -1.590 -1.926
O -1.978 0.059 -0.889
C -1.103 1.071 5.080
O -1.250 0.900 6.277
N -0.587 0.166 4.188
N -1.372 2.262 4.454
H -0.213 -0.700 4.537
H -0.628 0.323 3.206
H -1.789 2.992 5.006
H -1.420 2.387 3.463
C -4.771 2.356 -1.097
O -5.941 2.846 -1.158
N -3.692 3.100 -0.904
N -4.539 1.034 -1.221
H -3.725 4.059 -0.590
H -2.765 2.699 -1.001
H -3.638 0.756 -0.833
H -5.255 0.331 -1.325
C -0.296 4.690 -3.851
O -0.775 5.758 -3.484
N 0.593 4.573 -4.881
N -0.527 3.526 -3.144
H 1.344 5.238 -4.994
H 1.008 3.648 -4.940
H -1.140 3.765 -2.378
H 0.036 2.718 -3.344
C 2.701 3.952 1.004
O 2.600 5.125 0.658
N 1.695 3.068 0.964
N 3.933 3.354 1.265
H 1.882 2.086 0.886
H 0.762 3.402 0.803
H 4.694 3.989 1.453
H 3.832 2.700 2.031
C -1.024 -0.406 -4.985
O -1.225 -1.598 -4.646
N -1.867 0.586 -4.679
N -0.032 -0.089 -5.847
H -1.605 1.526 -4.958
H -2.527 0.404 -3.935
H 0.581 -0.875 -6.016
H 0.215 0.839 -6.169
C 2.475 -1.418 4.489
O 1.546 -2.219 4.601
N 3.299 -1.081 5.523
N 2.659 -0.606 3.422
H 3.073 -1.347 6.464
H 3.962 -0.342 5.395
H 2.009 -0.623 2.660
H 3.255 0.189 3.529
C 2.320 -2.009 -3.501
O 1.285 -2.711 -3.710
N 3.503 -2.616 -3.393
N 2.338 -0.676 -3.490
H 3.594 -3.614 -3.498
H 4.380 -2.131 -3.457
H 3.155 -0.113 -3.329
H 1.441 -0.287 -3.752
C -1.585 -3.593 4.214
O -2.771 -3.845 4.009
N -0.880 -3.943 5.316
N -0.801 -2.945 3.288
H 0.114 -3.798 5.287
H -1.201 -4.640 5.963
H 0.112 -2.576 3.511
H -1.146 -2.926 2.350
C 3.777 2.060 -2.010
O 4.143 0.964 -1.578
N 4.594 3.039 -2.451
N 2.471 2.218 -2.453
H 5.590 2.901 -2.412
H 4.308 3.923 -2.824
H 1.822 1.510 -2.126
H 2.182 3.182 -2.509
C -3.751 -0.659 2.427
O -3.147 0.412 2.471
N -4.592 -1.110 3.393
N -3.677 -1.455 1.312
H -4.474 -0.573 4.237
H -4.948 -2.044 3.344
H -3.235 -0.999 0.534
H -4.251 -2.271 1.221
```

Mulliken population analysis, charges in e, atoms 1 to 6: -0.474, 0.671, -0.221, -0.210, -0.199, 1.227


The following is a DFT calculation (ωB97M-V with the def2-TZVPD basis set) of C4H6N2O in the gas phase.

LUMO ... 0.6 eV
Structure (SMILES) ... CN=C=CC(N)=O
HOMO ... -8.94 eV
Gap between HOMO and LUMO ... 0.352 hartree
E ... -340.72512 hartree

Geometry as XYZ:
```
13
C4H6N2O ωB97M-V with the def2-TZVPD basis set
C 2.509 -0.167 1.293
C 0.591 0.359 0.143
N 1.685 0.724 0.493
O -0.790 0.811 -2.190
C -1.347 0.250 -1.260
N -2.690 -0.015 -1.267
C -0.658 -0.054 -0.008
H 3.571 0.029 1.186
H 2.208 0.082 2.313
H 2.282 -1.222 1.112
H -3.059 -0.735 -0.667
H -3.127 0.121 -2.165
H -1.168 -0.310 0.916
```

Mulliken population analysis, charges in e, atoms 1 to 6: -0.747, 0.580, -0.313, -0.619, 0.591, -0.429


The records above yield energy above the lowest of the compared OMol25 structures with the same formula, charge and spin values of 217.2, 0.0, 280.6, 14.7, 0.0, 183.2 kJ/mol, respectively.